Density functional theory data (ωB97M-V/def2-TZVPD) for a 12-piece molecular cluster, C12H48O12 overall at a distorted geometry.

- SMILES = CO.CO.CO.CO.CO.CO.CO.CO.CO.CO.CO.CO
- energy above the lowest of the compared OMol25 structures with the same formula, charge and spin (kJ/mol) = 452.8
- gap between HOMO and LUMO (Ha) = 0.375
- highest occupied orbital energy (Eh) = -0.3650
- LUMO energy (eV) = 0.3

```
72
Properties=species:S:1:pos:R:3:forces:R:3:mulliken_charge:R:1
C -1.67702 -2.95654 -3.01060 -0.3 -0.4 -0.1 -0.73
H -2.40267 -3.66071 3.15356 -0.2 0.1 0.0 0.30
H 0.21997 -4.69650 1.32211 0.1 0.0 0.1 0.38
O 3.16697 -0.78285 -2.00024 -0.1 0.0 -0.2 -0.51
O 0.58156 0.87118 1.21211 0.0 0.4 0.2 -0.34
H 2.21606 3.06539 0.76109 -0.3 0.4 0.0 0.11
O -2.08012 0.40766 -2.42276 -0.1 0.0 -0.5 -0.37
C -4.29089 0.13534 0.17302 0.6 0.1 -0.5 0.13
C 1.33493 3.58241 -2.13552 0.5 -0.2 0.3 -0.22
H 0.32454 -0.92624 3.96509 0.0 -0.2 0.2 0.11
H 0.56925 3.41620 -3.89886 0.0 -0.1 -0.1 0.29
H -1.44351 1.02732 0.85413 0.1 0.1 0.2 0.28
H -4.83648 -0.37587 -0.62101 -0.3 -0.1 0.2 0.30
O 2.65853 -0.89041 0.82288 0.0 0.1 -0.1 -0.22
H 5.22178 -0.69569 -1.69989 0.1 0.0 -0.1 0.26
H 4.52850 -2.33102 -1.65888 0.0 0.1 0.0 0.25
C 0.34782 -3.66773 1.66302 -0.1 -0.2 0.1 -0.27
H 2.96886 2.60995 2.22432 -0.1 0.2 0.4 0.25
H 0.83650 4.53892 -1.96558 -0.1 -0.1 0.0 0.33
H -1.87664 3.19141 -0.23164 0.1 0.0 0.0 0.25
H -3.62928 3.09537 -2.46385 -0.1 -0.1 0.1 0.29
H 1.06400 1.03706 3.06126 -0.3 0.0 -0.1 0.40
C 1.20017 -0.40124 4.35551 0.1 0.5 -0.2 -0.32
H 1.44224 3.50101 2.31784 0.0 0.2 0.0 0.24
H -0.78981 -2.49507 -3.44825 0.0 0.0 -0.1 0.25
H 2.18405 -3.87682 2.34913 0.0 0.0 0.0 0.23
O 1.43501 3.25706 -3.51396 -0.1 0.2 0.1 -0.54
H 4.64464 -1.46966 1.03858 0.0 -0.1 0.1 0.28
H -2.85247 -3.60378 0.36563 -0.1 0.1 -0.1 0.18
H -0.13357 -3.02668 0.92817 0.0 0.1 0.0 -0.09
C -3.05726 -3.17771 1.34311 0.1 -0.4 0.4 -0.14
H 2.34315 3.67287 -1.72685 0.0 0.1 -0.2 0.24
O -2.25408 2.76080 -1.00376 -0.2 0.2 -0.2 -0.34
O 1.72699 -3.30029 1.73201 0.1 0.1 -0.1 -0.54
H 1.31752 0.28575 0.97164 0.2 -0.1 -0.1 0.30
H -4.21813 1.19112 -0.10275 -0.1 0.0 0.2 0.09
C -1.26256 0.67554 -3.56159 0.1 0.5 0.3 -0.68
H -1.56030 1.61567 -4.04083 -0.1 -0.1 0.0 0.29
C -0.59007 0.40801 0.58261 -0.1 -0.4 -0.3 -0.39
H -3.27084 -0.25851 0.13209 -0.1 -0.1 0.0 -0.30
O 3.08686 4.65727 1.82300 -0.2 0.1 0.1 -0.56
H 3.91037 -0.69437 2.48566 0.0 -0.1 0.0 0.27
O 1.12550 0.97713 4.02417 0.3 -0.2 0.2 -0.55
H -0.50850 0.43531 -0.50771 0.1 0.0 0.1 0.30
C 2.38139 3.42886 1.78260 0.7 -1.0 -0.4 -0.37
H -0.14358 -3.54969 2.63013 0.1 0.0 -0.1 0.26
H 2.29629 -1.75442 1.09432 0.1 -0.2 0.1 0.26
H -1.37738 -0.11364 -4.29817 0.1 -0.2 0.1 0.30
H 1.25369 -0.46661 5.43997 -0.2 -0.1 0.0 0.34
H -1.95112 -1.40169 -1.89542 -0.2 0.1 0.0 0.40
H -0.81473 -0.62482 0.87630 -0.1 0.0 0.0 -0.14
H 2.93821 -0.75097 -1.06212 0.0 -0.1 0.1 0.43
H 3.99499 4.47854 1.56878 0.0 0.1 0.0 0.30
H 4.31761 0.25773 1.04502 0.0 0.0 0.1 0.26
H 0.86855 2.77979 -1.55268 -0.3 0.1 -0.1 -0.09
O -4.88373 -0.04335 1.44451 -0.2 0.0 0.0 -0.55
O -2.48845 -4.08247 2.29543 0.1 -0.1 -0.1 -0.56
H -2.51314 -2.94522 -3.72051 0.1 0.2 -0.1 0.28
H -4.13147 -3.10069 1.51552 0.0 0.2 -0.2 0.37
H -2.57667 -2.19659 1.38007 -0.1 0.1 0.0 -0.15
C 3.95019 -0.70635 1.39584 0.0 0.1 -0.2 -0.85
C 4.45516 -1.34479 -2.13661 -0.1 -0.2 0.3 -0.66
H 2.11189 -0.86533 3.96105 -0.1 -0.1 -0.1 0.04
H -1.45529 -4.01307 -2.84497 0.1 0.1 0.2 0.27
C -3.22208 3.62719 -1.60536 0.2 -0.2 -0.1 -0.78
H -0.22244 0.78746 -3.24338 0.1 -0.2 -0.3 0.26
H -2.74983 4.53791 -1.97745 -0.1 0.1 0.1 0.30
H -4.20348 -0.30101 2.06922 0.0 0.0 0.0 0.33
H -4.02805 3.84834 -0.90671 0.0 0.1 0.0 0.29
H -2.13216 1.23788 -1.92272 0.0 -0.2 0.3 0.08
O -2.04571 -2.35908 -1.78329 0.3 -0.1 0.1 -0.38
H 4.64981 -1.49198 -3.19661 0.0 0.2 0.0 0.26
```
Positions in Å, forces in eV/Å.

=====

Density functional theory data (ωB97M-V/def2-TZVPD) for a 12-piece molecular cluster, C12H48O12 overall at a distorted geometry.

- SMILES = CO.CO.CO.CO.CO.CO.CO.CO.CO.CO.CO.CO
- energy above the lowest of the compared OMol25 structures with the same formula, charge and spin (kJ/mol) = 482.7
- gap between HOMO and LUMO (Ha) = 0.358
- highest occupied orbital energy (Eh) = -0.3441
- LUMO energy (eV) = 0.4

```
72
Properties=species:S:1:pos:R:3:forces:R:3:mulliken_charge:R:1
O -2.52178 4.45127 -0.73515 -0.2 -0.2 0.1 -0.56
H -1.22225 1.05149 5.97921 -0.2 0.0 -0.3 0.24
H 0.50009 1.47550 5.81689 -0.3 0.2 0.0 0.24
H -0.51596 -0.60012 0.60637 0.1 0.0 0.2 -0.09
H 1.44641 0.72645 -3.31509 0.1 -0.1 -0.1 -0.14
O 1.97441 0.45849 -5.33247 0.1 -0.2 0.4 -0.56
H 3.30353 -2.45003 2.92138 0.0 0.1 -0.1 0.36
H 3.74085 3.60385 -0.48367 0.2 -0.3 0.1 0.34
H -3.27410 2.54273 -0.28729 0.1 -0.1 -0.5 0.16
O -0.02267 -4.87932 0.64908 0.1 0.3 -0.2 -0.59
H -2.26783 0.74788 1.96717 0.4 -0.2 -0.1 0.20
H 1.81687 2.19084 -4.18839 -0.1 -0.2 -0.4 0.37
H 0.40862 3.38006 3.98927 0.0 0.0 0.2 0.18
H 2.33388 -0.43283 -5.17031 -0.2 0.2 -0.4 0.35
O -0.33976 0.55185 4.15248 -0.5 0.4 -0.3 -0.27
H -0.59899 -3.54207 -0.84974 -0.1 0.0 0.0 0.31
H 0.87994 -3.10204 -0.00308 0.0 0.0 0.1 0.13
C 2.30867 -2.12494 2.61555 0.1 0.2 -0.1 -0.52
H 2.79074 -2.99554 -5.54519 0.0 0.0 0.0 0.29
H 0.99653 -3.09360 -4.12245 -0.1 0.1 0.2 0.25
C -0.27451 0.74338 5.54913 1.3 -0.6 0.2 -0.68
H 0.49471 -5.36604 -0.00070 -0.1 -0.2 0.2 0.31
H 2.05838 3.48376 -0.75778 -0.2 -0.3 0.1 0.26
H 2.39423 1.13793 -0.91732 0.4 0.1 -0.4 0.44
C 2.10180 1.13865 -4.09670 0.1 0.4 0.5 -0.22
C 1.96843 -2.72652 -3.78512 -0.7 -0.8 -0.3 -0.33
H 2.75916 2.73972 0.70902 -0.1 0.0 0.0 0.08
H -3.75461 -1.80072 -2.46781 0.2 0.1 0.0 0.31
H -1.42966 -1.59173 -1.87077 -0.1 -0.1 0.0 0.25
H -4.48309 -0.67567 -1.26892 0.2 0.1 -0.3 0.27
H 2.10347 3.07250 4.59355 -0.3 -0.1 0.3 0.26
O 0.92488 0.08596 -0.73919 -0.5 -0.3 0.6 -0.34
C -2.36747 3.14974 -0.18694 -0.3 0.2 0.4 -0.25
H 0.74001 0.51000 1.28602 0.2 -0.5 0.0 0.15
H 3.13132 1.15906 -3.72004 -0.1 -0.2 0.0 0.28
H 2.81319 4.40556 2.89956 0.0 0.1 -0.1 0.30
C 1.45780 3.28377 3.74053 0.8 0.5 -1.2 -0.19
H -4.73387 -2.39960 -1.12859 0.1 0.0 -0.1 0.27
O 3.16639 1.72204 -1.07508 -0.4 -0.2 0.3 -0.55
C -3.99315 -1.64223 -1.41736 -0.6 -0.2 0.7 -0.72
H -1.98900 -0.82441 -3.89513 -0.1 -0.1 0.0 0.36
C -0.10980 -3.55225 0.12495 0.1 -0.1 -0.2 -0.21
H -0.32875 -0.91556 -4.42130 0.2 -0.1 0.2 0.28
H -4.66999 -0.74869 1.66495 0.5 -0.3 0.0 0.32
H 1.61888 -2.92350 2.88380 -0.2 0.2 0.0 0.23
O -2.74766 0.06616 1.48504 -0.6 -0.1 0.3 -0.37
H 2.27421 -1.93917 1.54180 0.1 -0.2 0.0 0.08
H -2.87114 -1.12929 0.13401 0.2 -0.2 -0.3 0.40
O -2.83656 -1.77407 -0.60039 0.1 0.3 -0.2 -0.46
C 2.90633 2.90628 -0.36341 0.1 0.8 -0.2 -0.54
H -4.17509 0.25647 3.02117 0.1 0.0 0.0 0.36
H 0.48663 0.14600 3.84181 -0.2 -0.1 0.1 0.26
O 2.69394 -2.27657 -4.91761 0.4 0.3 0.3 -0.57
O 1.87975 4.50846 3.10458 -0.2 -0.1 0.5 -0.54
H 2.43538 -3.56963 -3.27031 0.4 0.2 0.0 0.34
H -2.19664 3.17542 0.89827 0.4 0.2 -0.1 0.23
C -1.07980 -1.42532 -3.81742 -0.2 -0.1 0.0 -0.96
O -0.65997 -1.56649 -2.46423 0.2 0.4 0.2 -0.21
C 0.11316 0.26906 0.42595 0.2 0.9 -0.2 0.30
H -1.24754 -2.42551 -4.22606 -0.2 0.1 -0.2 0.34
H 1.58154 2.50141 2.98572 -0.3 -0.4 0.3 0.02
H -3.37280 4.78829 -0.43907 0.1 0.1 -0.1 0.30
H -0.50745 1.16750 0.30347 -0.2 -0.3 -0.1 -0.17
H 1.78745 -1.92194 -3.08220 0.3 0.2 -0.1 0.04
H -4.62505 0.95360 1.43140 0.1 0.1 0.3 0.30
O 1.94533 -0.90618 3.27643 0.0 0.0 0.3 -0.50
H -1.51728 2.70078 -0.68920 -0.1 -0.2 0.0 0.06
C -4.09473 0.13738 1.94095 -0.7 0.3 -0.3 -0.91
H -0.68908 -2.93174 0.80379 0.0 -0.2 0.1 0.06
H 0.06476 -0.18920 6.02011 -0.4 0.0 0.2 0.27
H 0.37969 -0.46693 -1.32418 0.3 0.1 -0.5 0.09
H 2.73668 -0.47979 3.61230 0.1 0.0 -0.1 0.25
```
Positions in Å, forces in eV/Å.

=====

Density functional theory data (ωB97M-V/def2-TZVPD) for C12H49CaN24O13 as an isolated structure at a distorted geometry.

- gap between HOMO and LUMO (Ha) = 0.312
- highest occupied orbital energy (Eh) = -0.4099
- net charge = +1
- LUMO energy (eV) = -2.7

```
99
Properties=species:S:1:pos:R:3:forces:R:3:mulliken_charge:R:1
N 3.54312 1.21714 -0.12661 0.9 -0.9 0.5 -0.37
H -3.28954 -1.56844 1.17815 0.3 0.2 -0.2 0.29
O 0.42111 -5.19811 6.03212 0.3 0.3 -2.0 -0.67
N -0.53730 -4.27462 0.88436 3.2 0.0 3.3 -0.10
H -3.07896 -2.01446 4.27180 0.3 0.2 -0.1 0.22
O 0.40213 2.12636 1.33379 0.1 1.3 -0.1 -0.42
H 3.35354 1.70058 -3.20322 0.4 -0.1 0.2 0.17
H -3.22366 4.31263 -0.55075 0.0 0.3 -0.1 0.22
H 1.30209 3.97756 -0.27708 0.2 -0.5 0.4 -0.13
C 0.61230 1.56742 2.41538 1.4 3.0 -3.3 0.42
H -0.08245 -5.09513 1.25851 0.0 0.3 0.0 0.23
H 2.88974 -5.61649 -5.33273 -0.4 -0.3 0.2 0.20
H -0.40897 -1.69819 -0.05430 0.8 1.9 0.2 -0.71
C 0.88173 -4.24070 5.38427 0.4 -1.9 5.1 0.61
H 1.91751 2.89820 3.25866 -0.2 -0.3 0.4 0.23
H 1.71853 -2.97641 -1.97032 0.3 -0.1 0.4 0.26
C 2.51711 -2.46583 -0.11508 5.1 -7.4 -6.8 0.30
C 2.91530 1.37643 -1.28446 -1.6 2.0 0.9 0.30
H -0.12162 -3.35623 0.94637 0.5 -0.7 0.6 0.07
C 1.29132 -5.34820 -4.10273 -0.2 1.9 -4.8 0.75
O 3.55781 -3.19046 -0.14484 -1.3 1.6 0.4 -0.83
H -2.96399 -1.74364 -4.02063 0.7 0.1 -0.1 0.17
H 4.74975 1.40319 -2.15999 -0.3 0.1 -0.5 0.16
N -1.24153 0.22241 5.57643 0.3 0.2 0.4 -0.26
H 2.35622 -2.96618 5.03148 0.7 -0.5 0.4 0.12
N 2.50029 -5.68643 -4.40347 5.4 -2.8 -1.7 -0.45
N -1.81951 -3.24314 -0.51851 -1.8 3.8 -1.9 -0.09
O -0.96726 3.51090 -1.14624 0.2 1.0 -0.5 -0.66
H 2.63780 -1.67922 1.62439 -0.1 0.1 -0.2 0.17
H -4.49121 1.57244 1.70762 -1.0 -0.1 0.2 0.31
H 0.43632 -0.12121 3.39982 -0.1 -0.2 -0.5 -0.18
H 3.07331 1.46269 0.73308 0.5 -0.3 -0.2 0.17
H -4.85162 0.41440 -2.49720 -0.4 -0.4 -0.1 0.26
H 0.46195 -5.00403 -2.35597 0.2 0.1 0.3 0.11
O -3.43948 -0.42223 5.97041 0.7 0.9 0.8 -0.67
O -2.47792 0.58991 -2.07673 1.4 3.1 2.5 -0.56
O -2.02819 -5.36764 -0.40840 -0.5 -2.5 0.3 -0.71
N -0.84319 5.64954 -1.96324 2.7 0.7 -1.5 -0.40
C -3.13089 0.47000 0.99229 -2.6 -2.5 0.9 0.37
H -2.88672 5.94447 -1.16975 -0.6 -0.5 0.4 0.16
N 1.88297 4.59209 0.27522 0.0 -1.4 0.8 -0.12
H -1.38150 -2.34717 -0.35885 -1.3 -0.9 -0.6 -0.37
H -1.50433 -1.28027 3.88485 -0.6 -1.0 -0.8 -0.13
H 0.75265 -2.01393 -0.91991 0.7 0.1 -1.0 -0.03
C 2.43506 5.58486 -0.39143 -0.5 3.1 -2.3 0.52
H 1.07431 3.73167 -5.45977 0.5 -0.4 0.1 0.11
H 0.13425 5.53464 -2.19017 0.3 0.2 0.0 0.17
H 2.45198 4.28405 1.05073 -0.7 -0.6 0.0 0.25
H -0.32475 -0.10038 1.83300 0.0 0.1 -0.3 -0.34
O 2.19609 5.87048 -1.57275 -0.3 -0.8 0.0 -0.72
H -0.76974 3.95021 -5.34402 -0.3 -0.3 0.3 0.17
O -0.03675 1.63266 -3.36279 0.3 0.1 -0.8 -0.49
N 2.09379 -3.77468 5.57698 4.0 -0.2 0.0 -0.36
H -1.76140 2.98688 -4.28480 -0.2 0.6 0.0 0.24
N 1.63933 -2.46045 -1.10567 -1.8 -0.5 -3.2 0.32
N 3.12273 6.48563 0.33493 1.4 0.7 1.4 -0.38
N -2.63748 4.97447 -1.03906 -4.6 0.4 1.5 -0.43
C -1.48060 -4.38472 0.02033 -1.6 -1.4 -2.3 0.42
C -2.35400 -0.56251 5.42249 -2.8 1.7 1.8 0.69
H -0.43957 0.00171 5.00349 -0.4 0.5 0.5 -0.04
H -1.44130 -0.97106 -3.50086 0.0 -0.6 -0.4 0.19
O 0.52491 -5.04762 -4.98899 -2.5 -0.2 -0.4 -0.68
H -1.84306 -0.74237 0.50373 0.6 -1.1 -0.3 -0.47
Ca -0.53302 1.35318 -0.91967 -0.1 0.1 -0.3 1.83
H -0.79847 -3.48697 5.06567 -0.2 0.8 -0.5 0.18
H -4.93601 -0.11689 1.82949 0.3 0.3 0.1 0.19
H 0.45015 -2.32669 4.68678 0.1 -0.7 0.4 0.20
H 2.74743 -4.34196 6.09760 0.2 0.3 -0.4 0.21
N 3.76066 1.56147 -2.28944 0.3 -0.3 -2.0 -0.43
H 3.39438 6.33499 1.29597 -0.2 0.0 -0.2 0.13
N -4.31318 -0.30937 -2.95145 -5.4 1.7 1.2 -0.49
H 1.26404 -1.20912 0.63752 0.1 0.5 0.1 0.05
H -1.37074 1.16268 5.92181 0.1 -0.3 0.0 0.26
H 3.04947 -6.08501 -3.65538 0.5 -0.1 -0.8 0.18
H 1.91363 2.29116 -5.02597 -0.1 0.3 0.1 0.28
N 1.17148 2.94771 -4.83042 4.3 -0.5 -1.0 -0.42
H 3.36823 7.38862 -0.04513 0.0 -0.5 -0.3 0.24
H -4.79719 -0.96109 -3.55237 0.4 0.3 0.1 0.14
C 0.09651 2.54771 -4.18703 1.2 -2.3 1.5 0.50
O -2.42476 1.33076 0.57805 1.7 3.6 -0.7 -0.62
N -0.84758 3.31589 -4.56193 -6.0 2.4 -0.4 -0.34
N 1.32526 -4.99005 -2.87998 -2.2 1.2 6.6 -0.37
H -1.24749 6.55076 -2.17408 0.0 -0.4 0.2 0.17
N -4.41412 0.62076 1.37827 -0.7 1.8 0.2 -0.48
C -3.03663 -0.17337 -2.79276 -0.9 -1.0 -0.7 0.45
C -1.45900 4.63201 -1.39102 2.3 -1.0 0.1 0.41
O 1.70385 1.60149 -1.33929 0.2 -0.5 -0.3 -0.06
N 0.17524 -3.27444 4.90190 -5.2 1.7 -2.9 -0.18
H 1.55017 1.35851 4.12055 0.7 1.0 0.3 0.08
O -0.32121 -0.73608 -0.19978 0.0 -1.1 0.8 0.92
N 2.08698 -1.77620 0.78338 -1.8 5.7 9.5 0.14
N -2.44926 -1.03133 -3.52284 4.3 -3.4 -2.7 -0.35
H 4.52416 1.08517 -0.32719 0.0 0.0 1.8 0.13
N 0.20811 0.37262 2.54884 -1.7 -5.2 2.1 0.46
N 1.43167 2.01925 3.36590 0.3 0.3 1.1 -0.29
H 2.20822 -5.16365 -2.42133 -0.7 0.2 0.7 0.16
N -2.69162 -0.76443 1.05104 0.6 -1.9 0.4 0.17
N -2.24564 -1.50676 4.53236 1.9 -2.1 -2.5 -0.13
H -2.53228 -3.30474 -1.23143 0.2 0.2 0.1 0.07
```
Positions in Å, forces in eV/Å.

=====

Density functional theory data (ωB97M-V/def2-TZVPD) for C12H4Br4ClO3P as an isolated structure at a distorted geometry.

- energy above the lowest of the compared OMol25 structures with the same formula, charge and spin (kJ/mol) = 0.0
- gap between HOMO and LUMO (Ha) = 0.332
- highest occupied orbital energy (Eh) = -0.3493
- LUMO energy (eV) = -0.5

```
25
Properties=species:S:1:pos:R:3:forces:R:3:mulliken_charge:R:1
C -1.82409 1.76344 -2.20136 0.8 -1.1 0.8 -0.34
C 3.29251 -1.23560 0.59449 -2.0 1.1 -0.3 -0.37
C 2.87649 -1.33875 -0.73663 -0.3 0.5 0.7 -0.33
P -0.91262 -0.45973 2.44364 -3.2 2.6 2.7 1.01
C -1.71622 0.06456 0.06061 0.5 0.3 -1.0 0.28
C 1.14732 -0.15986 1.12239 2.0 -0.7 -1.0 0.57
Cl -0.25681 -2.18221 3.29000 -0.2 0.7 -1.0 -0.18
Br -1.93946 2.84381 -3.76885 0.1 -0.3 0.6 -0.17
C 2.41406 -0.63309 1.54081 0.4 -0.6 -1.2 -0.16
C -0.53609 0.27990 -0.68332 -1.6 1.2 -1.2 0.64
C 1.61643 -0.86846 -1.12037 0.1 -0.7 -1.5 -0.38
Br 4.11202 -2.01389 -2.02460 -0.5 0.1 0.3 -0.18
C -2.88507 0.70388 -0.29084 -0.5 0.8 -0.1 -0.13
O -1.80179 -0.82337 1.10244 2.5 -0.5 1.1 -0.36
O -1.78609 0.31630 3.38089 1.8 -1.5 -1.4 -0.65
H 1.31257 -1.00960 -2.19096 0.3 0.3 1.2 0.50
H 0.28280 1.35386 -2.44712 -0.5 -0.4 0.4 0.51
Br 3.02670 -0.52760 3.34961 -0.4 0.2 -0.7 -0.11
H -3.83048 2.11466 -1.63656 -0.2 -0.1 0.3 0.42
C 0.72303 -0.27961 -0.22783 1.7 -0.4 0.7 0.32
C -0.62301 1.10805 -1.86712 0.1 0.1 0.9 -0.54
H 4.27197 -1.53616 0.83203 0.9 -0.4 0.6 0.49
O 0.36499 0.47360 2.03190 -1.7 -1.3 0.4 -0.47
Br -4.40112 0.46462 0.81753 0.1 0.1 -0.3 -0.11
C -2.92806 1.58124 -1.37081 -0.2 0.1 -0.6 -0.27
```
Positions in Å, forces in eV/Å.